Model a:
Entry from OMol25: a structure of composition C54H67As2BN6OPRhS (ωB97M-V with the def2-TZVPD basis set).

Geometry as XYZ:
```
134
Properties=species:S:1:pos:R:3:mulliken_charge:R:1
Rh -1.13053 -0.06731 -0.67851 0.677
C -0.71786 -2.02584 2.48231 -0.952
C -0.96560 -0.55883 2.59323 -0.096
C -1.16392 0.18818 3.76329 -1.700
C -1.41379 1.47942 3.34631 0.817
C -1.72905 2.68740 4.16634 -1.520
N -1.35499 1.49083 1.99675 0.102
N -1.07258 0.24220 1.53450 2.521
B -1.69338 2.64421 1.04067 -1.797
N -0.52145 2.98838 0.05640 0.810
N -0.36997 2.21145 -1.05179 0.780
C 0.19513 2.95961 -1.98647 -0.459
C 0.34782 2.45787 -3.38860 -0.991
C 0.48167 4.23499 -1.46681 -0.916
C -0.00680 4.21730 -0.17414 0.640
C -0.05573 5.32077 0.83084 -1.560
N -2.92015 2.32882 0.13825 0.464
N -2.83263 1.38444 -0.83907 0.850
C -3.80255 1.60855 -1.71384 -0.006
C -3.88408 0.83678 -2.98956 -1.442
C -4.57538 2.69686 -1.28145 -1.618
C -3.97849 3.13416 -0.11559 1.008
C -4.35882 4.27724 0.76617 -1.313
H 0.25727 -2.29169 2.88647 0.241
H -0.76091 -2.35868 1.44536 -0.377
H -1.46011 -2.57641 3.05977 0.576
H -1.14474 -0.16921 4.78157 0.575
H -1.69546 2.42662 5.22241 0.429
H -2.72466 3.07286 3.94213 0.254
H -1.01654 3.49445 3.98958 0.212
H -1.93740 3.61260 1.69342 -0.101
H -0.62941 2.39577 -3.87183 0.267
H 0.79383 1.46421 -3.42575 0.040
H 0.96552 3.13155 -3.98297 0.430
H 0.90650 5.08008 -1.98890 0.670
H 0.55068 6.15995 0.49063 0.422
H 0.31377 4.99239 1.80335 0.224
H -1.07459 5.68392 0.97335 0.203
H -3.33634 -0.10355 -2.91170 0.028
H -3.44668 1.41645 -3.80484 0.303
H -4.91350 0.61569 -3.26800 0.485
H -5.44240 3.12242 -1.76335 0.584
H -5.31867 4.67916 0.44832 0.464
H -3.62289 5.08169 0.71821 0.146
H -4.44452 3.96375 1.80749 0.227
O -1.01092 -2.51250 -1.29534 -0.635
S -1.09406 -3.30131 -2.59695 0.585
C 0.16521 -4.58709 -2.48714 -0.234
C -0.39313 -5.60924 -1.50746 -0.498
C -1.80797 -5.87808 -2.01481 -0.968
C -2.43166 -4.51505 -2.34297 0.303
H 1.10261 -4.10375 -2.21721 -0.417
H 0.26456 -5.00445 -3.49398 0.652
H -0.41773 -5.17925 -0.50264 0.116
H 0.21602 -6.51198 -1.47524 0.560
H -2.42130 -6.42051 -1.29651 0.444
H -1.75721 -6.48399 -2.92056 0.318
H -2.98897 -4.09464 -1.50959 -0.539
H -3.07579 -4.51923 -3.22129 0.578
C -4.86564 -1.72452 -1.09194 -1.527
As -3.45198 -1.32356 0.18741 0.994
C -3.47836 -3.01624 1.16233 -1.528
C -4.43042 -0.13315 1.41086 -0.179
C -5.44837 -0.83583 2.25739 -0.255
C -6.74070 -1.05977 1.78905 -0.304
C -7.66329 -1.75594 2.55914 -0.863
C -7.30621 -2.23224 3.81220 -0.531
C -6.02749 -1.99570 4.29790 -0.757
C -5.10723 -1.30190 3.52537 0.035
H -5.70053 -2.17310 -0.55499 0.579
H -4.50912 -2.42691 -1.84500 0.220
H -5.20281 -0.81694 -1.58440 0.387
H -4.43842 -3.50451 0.99739 0.550
H -3.37503 -2.82651 2.22672 0.373
H -2.66199 -3.65454 0.83401 0.319
H -4.89142 0.62010 0.76766 0.488
H -3.68310 0.36982 2.02475 -0.340
H -7.03523 -0.66737 0.82122 0.473
H -8.66691 -1.91618 2.18430 0.419
H -8.02583 -2.77202 4.41430 0.405
H -5.75003 -2.34557 5.28484 0.429
H -4.11238 -1.10388 3.91447 0.456
C 2.82459 0.72312 -0.53111 -1.785
C 3.19926 1.54383 -1.75709 -0.095
As 4.84762 2.49228 -1.36606 0.596
C 6.35661 1.38235 -1.51070 0.555
C 6.24522 0.14122 -2.14649 -0.228
C 7.37128 -0.65148 -2.27798 -0.614
C 8.59825 -0.20298 -1.80018 -0.557
C 8.71133 1.04178 -1.19001 -0.651
C 7.59392 1.84446 -1.04789 -0.512
C 4.72237 3.30435 0.34136 0.350
C 3.81313 4.35115 0.50449 -0.285
C 3.65594 4.91730 1.75871 -0.620
C 4.39596 4.44024 2.83446 -0.661
C 5.29598 3.39473 2.66621 -0.818
C 5.47108 2.82193 1.41648 -0.040
P 1.44204 -0.52368 -0.72441 1.744
C 2.05800 -1.39877 -2.20164 1.290
C 1.31288 -1.34468 -3.37605 -1.186
C 1.78495 -1.93090 -4.54592 -0.694
C 3.00777 -2.58352 -4.54796 -0.870
C 3.76394 -2.64306 -3.38091 -0.658
C 3.29668 -2.04807 -2.21901 -1.387
C 1.97330 -1.57556 0.67416 0.492
C 2.34201 -0.95619 1.87246 -0.242
C 2.82905 -1.70672 2.93221 -0.797
C 2.92840 -3.08761 2.82103 -0.925
C 2.52177 -3.71423 1.65213 -0.892
C 2.05064 -2.96191 0.58438 -0.004
H 2.55998 1.38682 0.29159 0.787
H 3.67385 0.12015 -0.20074 1.206
H 2.46956 2.31529 -1.97500 -0.761
H 3.36948 0.94893 -2.65410 0.647
H 5.29391 -0.21122 -2.52580 0.279
H 7.29779 -1.61757 -2.76021 0.421
H 9.47661 -0.82541 -1.91251 0.414
H 9.67286 1.38789 -0.83486 0.411
H 7.68505 2.82095 -0.58842 0.529
H 3.23284 4.72231 -0.33209 0.389
H 2.96396 5.73792 1.89573 0.476
H 4.27487 4.89061 3.81141 0.442
H 5.86668 3.02684 3.50868 0.455
H 6.16949 2.00591 1.28911 0.519
H 0.34856 -0.85992 -3.37956 0.481
H 1.19010 -1.88449 -5.44938 0.524
H 3.37326 -3.04936 -5.45433 0.463
H 4.71479 -3.16270 -3.37755 0.552
H 3.89179 -2.10907 -1.31348 0.604
H 2.23443 0.11499 2.00025 0.248
H 3.11623 -1.21342 3.85258 0.475
H 3.30784 -3.67429 3.64789 0.409
H 2.57953 -4.79232 1.56600 0.476
H 1.74981 -3.46222 -0.32706 0.341
```

Output
<S²> ... 6.018
Total charge ... +2
Molar mass ... 1142.8 g/mol
Multiplicity ... 5

---

Model b:
Entry from OMol25: a structure of composition C54H67As2BN6OPRhS (ωB97M-V with the def2-TZVPD basis set).

Geometry as XYZ:
```
134
Properties=species:S:1:pos:R:3:mulliken_charge:R:1
Rh 0.28057 -0.35256 -0.00948 1.420
C 2.75094 0.54156 2.60296 -0.376
C 1.30208 0.53392 2.97428 -0.776
C 0.73389 0.59623 4.24726 -1.443
C -0.63799 0.49365 4.05936 0.653
C -1.72537 0.47766 5.08569 -1.430
N -0.85990 0.37388 2.73782 0.330
N 0.32494 0.41384 2.05838 1.662
B -2.21726 0.21280 2.00993 -1.251
N -2.27662 1.18229 0.76675 0.200
N -1.35721 1.09252 -0.23781 0.852
C -1.83407 1.76577 -1.29619 -0.178
C -1.06096 1.82205 -2.57637 -1.509
C -3.08443 2.29574 -0.97203 -1.686
C -3.33760 1.89608 0.33387 0.894
C -4.53766 2.17984 1.17840 -1.570
N -2.38903 -1.22481 1.44282 0.456
N -1.72360 -1.46089 0.28481 1.185
C -2.41140 -2.35576 -0.40237 0.300
C -2.11390 -2.60450 -1.85073 -1.054
C -3.49599 -2.80536 0.37687 -1.576
C -3.47244 -2.03717 1.52385 0.726
C -4.42454 -2.01765 2.68093 -1.362
H 3.26218 1.38360 3.07447 0.642
H 2.86377 0.60540 1.52073 -0.639
H 3.23513 -0.37396 2.95368 0.252
H 1.25241 0.69900 5.19351 0.570
H -1.29150 0.56515 6.07869 0.453
H -2.29587 -0.45200 5.03981 0.200
H -2.42845 1.30026 4.93970 0.243
H -3.11182 0.47226 2.76187 -0.106
H -0.02595 1.51817 -2.41029 0.058
H -1.06906 2.82599 -3.00366 0.468
H -1.49975 1.15546 -3.32258 0.357
H -3.74193 2.87652 -1.60489 0.567
H -5.12950 2.97005 0.71972 0.478
H -4.25265 2.49312 2.18369 0.259
H -5.16955 1.29366 1.27564 0.257
H -2.05295 -1.64776 -2.37887 0.055
H -2.91580 -3.18624 -2.30393 0.501
H -1.17800 -3.12405 -2.01487 0.020
H -4.23723 -3.54321 0.09862 0.643
H -5.07126 -2.89073 2.63779 0.445
H -5.05875 -1.12578 2.66691 0.196
H -3.89023 -2.02974 3.63325 0.244
O 2.26879 0.77721 -0.75141 -0.948
S 3.54741 0.71131 -1.59314 0.435
C 4.84942 -0.06902 -0.58537 0.541
C 5.75586 1.02332 -0.02484 -0.664
C 5.78691 2.12179 -1.08525 -0.983
C 4.32946 2.35354 -1.45726 0.399
H 5.38195 -0.73994 -1.26091 0.749
H 4.33069 -0.65644 0.16903 -1.001
H 6.75143 0.63666 0.18528 0.504
H 5.34482 1.41223 0.90997 0.117
H 6.34876 1.78756 -1.96197 0.354
H 6.25731 3.03728 -0.72680 0.429
H 4.18960 2.88915 -2.39652 0.689
H 3.77694 2.84344 -0.65546 -0.776
C 1.87220 3.69129 1.97655 -1.328
As 0.67605 3.15400 0.54079 1.022
C -0.94743 3.98207 1.18631 -1.226
C 1.08862 4.24960 -1.08720 -0.711
C 1.46203 5.61772 -0.64345 0.025
C 2.78739 5.92719 -0.31754 0.032
C 3.13528 7.20760 0.07181 -0.836
C 2.16001 8.19862 0.14594 -0.493
C 0.84100 7.90409 -0.17760 -0.743
C 0.49252 6.62035 -0.56346 -0.300
H 1.81711 4.77394 2.06829 0.583
H 2.89944 3.38048 1.79891 0.194
H 1.50336 3.21971 2.88834 0.480
H -0.70158 5.00382 1.48156 0.731
H -1.31717 3.43352 2.05433 0.196
H -1.71193 3.98152 0.41145 0.263
H 0.15431 4.22374 -1.64523 0.387
H 1.86117 3.74274 -1.65566 0.484
H 3.54947 5.15672 -0.38526 0.388
H 4.16545 7.44218 0.30995 0.447
H 2.43135 9.20229 0.44994 0.418
H 0.08655 8.68037 -0.13682 0.414
H -0.53685 6.39305 -0.82243 0.426
C 1.03998 -4.40128 -0.21729 -0.434
C 0.29750 -5.23657 -1.26079 -1.814
As 0.49664 -7.21536 -0.97701 0.252
C 2.39638 -7.41870 -1.34374 0.241
C 3.02646 -8.56180 -0.84988 -0.432
C 4.36242 -8.81146 -1.12973 -0.538
C 5.08339 -7.92820 -1.92450 -0.646
C 4.45530 -6.80810 -2.44729 -0.603
C 3.11653 -6.55385 -2.15787 -0.153
C 0.51566 -7.11859 0.98103 -0.079
C 1.65711 -6.99169 1.76896 0.298
C 1.54574 -6.85770 3.14976 -0.715
C 0.29509 -6.84007 3.75432 -0.485
C -0.84760 -6.96541 2.97522 -0.760
C -0.73520 -7.10982 1.59689 -0.307
P 1.36239 -2.54975 -0.32761 0.839
C 2.32561 -2.34123 -1.85884 1.215
C 1.64380 -1.66187 -2.87787 -0.770
C 2.21615 -1.48044 -4.12842 -0.519
C 3.49868 -1.95667 -4.37066 -0.935
C 4.18503 -2.63402 -3.37108 -1.083
C 3.59726 -2.84615 -2.12948 -0.586
C 2.38213 -2.55899 1.20322 2.987
C 1.61643 -2.49184 2.37265 -1.601
C 2.19903 -2.70168 3.61501 -0.750
C 3.55893 -2.97008 3.70704 -1.047
C 4.32621 -3.04860 2.55149 -0.890
C 3.74068 -2.85916 1.30626 -0.956
H 2.05916 -4.77355 -0.09967 0.749
H 0.55948 -4.51631 0.75195 0.602
H 0.61067 -5.01475 -2.28292 0.546
H -0.77174 -5.08732 -1.20040 0.611
H 2.46455 -9.26786 -0.24979 0.442
H 4.83797 -9.70382 -0.73856 0.403
H 6.12455 -8.12690 -2.15279 0.406
H 5.00457 -6.13820 -3.10134 0.443
H 2.63424 -5.69043 -2.60189 0.420
H 2.63952 -6.99405 1.31591 0.359
H 2.44201 -6.76858 3.75415 0.427
H 0.21170 -6.74915 4.83227 0.435
H -1.82731 -6.96918 3.44141 0.448
H -1.63045 -7.22946 0.99499 0.389
H 0.64666 -1.27715 -2.68763 0.161
H 1.66325 -0.97492 -4.91283 0.478
H 3.95648 -1.81299 -5.34265 0.423
H 5.18068 -3.01598 -3.56675 0.572
H 4.13259 -3.43122 -1.39119 0.724
H 0.54755 -2.30058 2.30842 0.460
H 1.58901 -2.65364 4.51152 0.593
H 4.01694 -3.13675 4.67590 0.437
H 5.38397 -3.28179 2.61459 0.535
H 4.36015 -2.95512 0.42405 -0.122
```

Output
<S²> ... 6.013
Total charge ... +2
Molar mass ... 1142.8 g/mol
Multiplicity ... 5

---

Most stable of them? model a.

---

Model a:
Entry from OMol25: a cluster of 2 separate species, H3N3O3 in total (ωB97M-V with the def2-TZVPD basis set).

Geometry as XYZ:
```
9
Properties=species:S:1:pos:R:3:mulliken_charge:R:1
N 1.56268 0.09600 0.04036 0.493
N 1.52545 1.28479 -0.21919 -0.681
N 1.52527 -0.99328 -0.31845 0.495
O 1.70650 -2.15476 -0.07941 -0.573
O -1.64402 0.71406 -0.05019 -0.328
O -1.41293 -0.56499 0.38988 -0.325
H -1.58514 -1.14340 -0.28158 0.324
H 0.76394 1.77590 0.17665 0.268
H -2.44174 0.98570 0.34194 0.326
```

Output
Molar mass ... 93.0 g/mol
Multiplicity ... 1

---

Model b:
Entry from OMol25: a structure of composition H3N3O3 (ωB97M-V with the def2-TZVPD basis set).

Geometry as XYZ:
```
9
Properties=species:S:1:pos:R:3:mulliken_charge:R:1
N 0.09837 -1.29524 0.26756 -0.296
N -0.15842 -0.25072 -0.52526 -0.039
N 0.87664 1.06457 0.14698 0.974
O 1.81010 0.65236 0.74174 -0.511
O 0.50484 2.15227 -0.15314 -0.567
O -1.44100 0.26180 -0.31891 -0.403
H -0.53414 -1.44928 1.04289 0.227
H 0.38263 -2.11945 -0.24368 0.237
H -1.53902 0.98370 -0.95817 0.378
```

Output
Molar mass ... 93.0 g/mol
Multiplicity ... 1

---

Most stable of them? model b.

---

Model a:
Entry from OMol25: an isolated molecule of CH3NOS2 (ωB97M-V with the def2-TZVPD basis set).

Geometry as XYZ:
```
8
Properties=species:S:1:pos:R:3:mulliken_charge:R:1
C -0.02066 -0.32836 -0.56427 0.141
N -0.46983 0.95804 -0.12915 -0.513
O -0.29858 -1.43414 0.26290 -0.457
S 1.80708 -0.09782 -0.50454 -0.136
S 1.06703 1.38032 0.81330 -0.018
H -0.38608 -0.99050 1.16191 0.326
H -0.39572 -0.43729 -1.55359 0.367
H -1.30324 0.94976 0.51343 0.290
```

Output
Molar mass ... 109.2 g/mol
Multiplicity ... 1

---

Model b:
Entry from OMol25: an isolated molecule of CH3NOS2 (ωB97M-V with the def2-TZVPD basis set).

Geometry as XYZ:
```
8
Properties=species:S:1:pos:R:3:mulliken_charge:R:1
C 1.30450 -0.74418 -0.33683 -0.217
N 0.61830 0.18267 0.63548 -0.285
O -0.77511 1.61824 -0.79120 -0.492
S -1.98434 -0.90901 -0.10348 -0.303
S -0.87025 0.64323 0.20935 0.525
H 2.22394 -0.91754 -0.03858 0.302
H 0.69661 -1.26211 -1.01430 0.278
H -1.21365 1.38870 1.43956 0.192
```

Output
Molar mass ... 109.2 g/mol
Multiplicity ... 1

---

Most stable of them? model a.